The following is a DFT calculation (ωB97M-V/def2-TZVPD) of a structure of composition C20H30NO3PSSr.

Values from the calculation:
* HOMO level: -6.781 eV
* ΔE to the lowest compared entry with this formula, charge and spin: 193.8 kJ/mol
* maximum force: 0.08445 Eh/bohr
* total energy: -49815.4791 eV
* frontier orbital gap: 6.497 eV

Positions of all 57 atoms, in Å:
Sr  -0.34093  0.07508  -1.06386
S  0.21051  2.38169  1.37164
P  -0.45377  -2.83796  -0.31558
O  -0.67450  2.41759  0.16268
O  1.21711  3.41082  1.48595
O  0.67684  0.98332  1.54425
N  -0.13097  0.02186  -3.41295
C  -2.22820  2.67803  2.78936
C  1.90332  0.99306  -2.22562
C  -3.11455  3.60231  6.36927
C  1.68554  -1.46683  -1.24643
C  4.37282  -1.85448  -1.31950
C  -2.31927  3.27386  5.14553
C  0.83022  -1.06109  -4.01282
C  -0.57940  -3.77787  -1.88232
C  -0.91750  3.34797  5.16563
C  0.52861  1.31921  -2.98403
C  3.83700  -0.67924  -1.86459
C  -0.18329  3.10190  4.00609
C  3.58001  -2.79160  -0.61976
C  -0.83237  2.81183  2.79314
C  2.19407  -2.55609  -0.57934
C  2.43528  -0.43856  -1.79274
C  -2.96787  2.93354  3.95126
C  1.23927  -3.36392  0.24839
C  -1.10134  0.44227  -4.52579
C  -1.54230  -3.79626  0.77464
H  -0.47373  -4.84357  -1.63508
H  -2.13579  0.15123  -4.34282
H  0.77825  2.18922  -3.67341
H  -2.72349  2.32389  1.88757
H  4.46721  0.04025  -2.40373
H  1.84716  -0.72702  -4.27186
H  2.57959  1.32871  -3.02624
H  -1.00823  1.50470  -4.72461
H  3.99988  -3.66915  -0.10045
H  0.90495  3.09064  4.05480
H  0.50816  -1.18734  -5.04593
H  -2.56105  0.05019  -0.48503
H  2.04755  1.73115  -1.38583
H  -3.73608  2.75141  6.66327
H  -0.25470  1.78749  -2.27119
H  1.28334  -4.44403  0.13017
H  0.20211  -3.47890  -2.59093
H  5.43906  -2.07152  -1.44088
H  -2.34471  0.08388  0.44203
H  -2.58120  -3.69052  0.43097
H  -0.73695  0.09198  -5.48481
H  -3.77800  4.45659  6.19482
H  1.25291  -3.13216  1.32073
H  -1.21027  -4.84254  0.74761
H  -0.40738  3.62254  6.09826
H  0.83120  -2.05349  -3.60323
H  -4.06551  2.87026  3.93720
H  -1.46125  -3.37803  1.78690
H  -1.55413  -3.57713  -2.35496
H  -2.43327  3.85081  7.18414

Forces on atoms 1 to 2 (eV/Å):
0.3 -1.3 3.9
-0.7 -0.2 0.8

=====

The following is a DFT calculation (ωB97M-V/def2-TZVPD) of a structure of composition C20H31AlF4INO5S3Si.

Values from the calculation:
* HOMO level: -8.829 eV
* ΔE to the lowest compared entry with this formula, charge and spin: 57.9 kJ/mol
* maximum force: 0.02786 Eh/bohr
* total energy: -98927.5794 eV
* frontier orbital gap: 6.119 eV

Positions of all 67 atoms, in Å:
I  -1.44524  -6.15460  -0.19647
S  -0.76394  0.24125  -1.22324
S  -0.19097  -4.16588  2.98021
S  -0.56600  2.44085  4.12129
Si  1.92158  -1.12892  -0.63816
Al  3.15552  4.71638  2.30718
F  3.43818  5.61664  3.69207
F  2.88397  3.08977  2.71612
F  4.46247  4.81632  1.25425
F  1.75403  5.26686  1.54289
O  -2.06964  3.66499  0.88332
O  -2.70984  1.72371  -4.02932
O  -4.87780  -0.58369  0.54929
O  -1.36316  2.67888  -2.50450
O  -2.64691  1.83289  1.94679
N  -0.87588  -1.47112  -0.91306
C  -1.07690  0.36636  -3.01584
C  -0.39685  2.39696  2.30380
C  1.93964  -4.47160  1.19818
C  0.15733  -3.54066  -0.47021
C  -3.35572  -1.24481  -1.13147
C  1.82738  0.29387  0.59374
C  -1.07058  5.12615  -0.76619
C  2.16964  -0.48455  -2.39531
C  3.50414  -2.02414  -0.21228
C  1.35253  -4.42064  -0.23840
C  -1.10395  -4.12858  -0.49811
C  0.27719  -2.18091  -0.66922
C  -3.77181  -0.45996  0.11728
C  -1.35130  3.68999  -0.35392
C  -1.76653  2.61036  1.69888
C  -2.10454  -2.02941  -0.92706
C  -1.82192  1.66269  -3.23942
C  1.34406  -3.54377  2.24403
C  -2.22280  -3.37130  -0.71054
C  -2.20439  2.99428  -1.36697
H  1.21409  -2.52390  1.90499
H  -1.84907  5.50895  -1.41262
H  -4.15503  -1.95533  -1.27086
H  1.08254  0.03555  1.34351
H  -0.40142  3.16855  -0.26887
H  1.81320  -5.48139  1.56396
H  2.03409  -3.50259  3.07422
H  1.43628  1.17354  0.10867
H  1.08106  -5.42698  -0.50244
H  0.36045  3.11817  2.02966
H  -3.03614  3.60124  -1.69883
H  0.16125  1.39125  4.50663
H  -0.04645  1.41231  2.03178
H  3.49594  -2.34628  0.81829
H  -3.05690  0.20257  0.61492
H  3.10745  -0.88280  -2.76874
H  -3.32770  -0.62001  -2.01485
H  3.80919  -2.81266  -0.88579
H  -0.17462  0.30290  -3.60559
H  -1.04515  5.70957  0.13389
H  4.27011  -1.25753  -0.26518
H  -3.18564  -3.83750  -0.69475
H  1.41395  -0.83294  -3.08376
H  3.00622  -4.32834  1.12537
H  2.78447  0.48773  1.05320
H  -0.09311  5.21991  -1.20569
H  -2.63961  2.09168  -0.94772
H  -1.72581  -0.44183  -3.31624
H  -1.12537  -3.44265  2.35574
H  2.10542  -4.15019  -0.96311
H  2.25537  0.59435  -2.40945

Forces on atoms 1 to 2 (eV/Å):
0.0 0.0 0.0
0.3 0.2 0.1

=====

The following is a DFT calculation (ωB97M-V/def2-TZVPD) of a structure of composition C20H31BaO2.

Values from the calculation:
* HOMO level: -2.354 eV
* ΔE to the lowest compared entry with this formula, charge and spin: 0.0 kJ/mol
* maximum force: 0.05839 Eh/bohr
* total energy: -26027.8016 eV
* charge: -1
* frontier orbital gap: 4.042 eV

Positions of all 54 atoms, in Å:
Ba  0.25254  -1.29159  1.24060
O  0.49116  -0.92157  -3.34144
O  0.11056  0.77138  -0.30697
C  -1.24746  2.76801  0.01915
C  2.85268  0.64071  2.71493
C  -1.58864  -0.54359  4.18494
C  -2.73526  0.23798  2.35829
C  -2.77463  -1.19094  2.33637
C  -0.01601  2.03384  -2.07656
C  0.48429  -1.23269  -5.75714
C  -2.14119  0.76245  -1.26710
C  2.22790  0.35986  3.96588
C  -0.15469  -0.49151  -4.57072
C  -0.94473  1.61821  -0.89647
C  1.11653  1.23936  4.10616
C  1.33135  -2.36049  -5.13784
C  -2.07548  0.63098  3.55131
C  1.02846  1.16180  -1.39404
C  2.07868  1.64450  2.05751
C  1.24401  -2.13027  -3.61115
C  1.43134  -2.90938  3.36927
C  -2.08265  -1.67514  3.48782
C  1.02709  2.04723  2.93398
H  -1.99658  3.41511  -0.45145
H  -1.84463  -0.02971  -1.96485
H  1.91497  1.65941  -0.97498
H  -2.04692  1.64828  3.95362
H  -2.89467  1.41488  -1.72648
H  1.09176  -0.54965  -6.35915
H  -0.33684  1.67125  -3.06541
H  2.25850  -2.05687  -3.16984
H  -3.33212  -1.79936  1.61579
H  0.26300  3.09405  -2.08503
H  0.47374  1.32573  4.98015
H  -1.59957  2.40696  0.98461
H  1.27134  0.28126  -1.99579
H  -2.56627  0.29333  -0.37461
H  0.91276  -3.33224  -5.40832
H  0.94434  -3.85265  3.07106
H  -0.05907  0.60037  -4.69823
H  2.55582  -0.37663  4.70025
H  -0.32831  3.32188  0.19258
H  1.22128  -2.63948  4.41587
H  -3.18808  0.91741  1.62984
H  -2.04637  -2.71096  3.84096
H  2.51175  -2.89140  3.15666
H  2.29976  2.09717  1.09025
H  -0.99814  -0.57082  5.09894
H  0.64398  -2.93110  -3.13217
H  0.33138  2.87894  2.77604
H  -0.28767  -1.63360  -6.41269
H  -1.23452  -0.72416  -4.49708
H  2.35219  -2.31825  -5.52553
H  3.79734  0.22170  2.36822

Forces on atoms 1 to 2 (eV/Å):
-0.1 0.5 3.0
0.3 -0.3 -1.8